Record 1
3 unconnected molecules or ions with the total composition C17H36ClN2O4P, computed with wB97M-V/def2-TZVPD.

Each line ends with the Löwdin charge.
Cartesian coordinates (Å):
C -2.1472 3.4037 -3.2795  -0.115
C -3.1546 2.5695 -2.4849  -0.258
C -3.0547 1.0583 -2.7461  -0.220
C -2.2905 0.3007 -1.6662  -0.221
C -0.7894 0.5845 -1.6855  -0.208
C 0.0613 -0.3175 -0.7719  -0.228
C 0.9689 0.4036 0.2296  -0.336
P 0.4089 0.7504 1.9416  0.620
N -1.3087 0.5045 1.6441  -0.166
Cl 2.6575 0.8065 2.5508  0.049
C 0.3102 2.4679 2.5624  -0.373
C 0.6838 3.4910 1.4866  -0.336
N 0.3268 4.8602 1.8764  -0.006
H -2.5145 3.6092 -4.2866  0.071
H -1.9419 4.3618 -2.7996  0.065
H -1.1951 2.8793 -3.3808  0.059
H -3.0104 2.7575 -1.4145  0.095
H -4.1655 2.9137 -2.7127  0.098
H -4.0512 0.6236 -2.8444  0.104
H -2.5561 0.8950 -3.7079  0.111
H -2.4321 -0.7748 -1.8016  0.116
H -2.7193 0.5517 -0.6923  0.089
H -0.4575 0.4428 -2.7174  0.097
H -0.5962 1.6390 -1.4491  0.096
H -0.5805 -1.0395 -0.2681  0.099
H 0.7416 -0.8819 -1.4070  0.081
H 1.8942 -0.1459 0.3701  0.034
H 1.2800 1.3785 -0.1594  0.081
H 0.3651 -0.2775 2.8764  0.002
H -1.8471 0.3762 2.4931  0.031
H -1.7509 1.2322 1.0901  0.029
H 0.9849 2.5607 3.4095  0.050
H -0.7129 2.6414 2.8993  0.076
H 0.1935 3.2457 0.5386  0.092
H 1.7597 3.4275 1.3149  0.093
H -0.0536 4.8891 2.8138  0.058
H -0.3734 5.2511 1.2612  0.059
O 0.0431 -1.8812 -3.8530  0.126
C 1.2145 -1.9037 -4.0897  -0.482
C 1.9673 -2.7503 -5.0980  -0.072
C 3.4189 -2.6232 -4.6436  -0.147
C 3.4149 -1.2480 -3.9814  -0.145
O 2.0901 -1.0969 -3.4406  0.003
H 1.8010 -2.3143 -6.0854  0.132
H 1.5724 -3.7624 -5.0992  0.126
H 4.1484 -2.6974 -5.4467  0.115
H 3.6462 -3.3901 -3.9026  0.119
H 3.5827 -0.4431 -4.7002  0.127
H 4.1204 -1.1457 -3.1611  0.127
O 1.5556 -5.1667 4.6377  0.129
C 0.7940 -4.3264 5.0089  -0.486
C 0.6552 -2.8914 4.5316  -0.087
C -0.1723 -2.2370 5.6344  -0.156
C -0.9784 -3.4224 6.1588  -0.158
O -0.1317 -4.5667 5.9739  0.020
H 0.1285 -2.9095 3.5745  0.126
H 1.6355 -2.4469 4.3806  0.124
H -0.8038 -1.4171 5.2972  0.105
H 0.4856 -1.8596 6.4177  0.119
H -1.8965 -3.5796 5.5876  0.125
H -1.2253 -3.3599 7.2156  0.123

Computed properties:
HOMO-LUMO gap (eV): 9.8
Energy (eV): -51195.3226
Highest occupied orbital energy (eV): -9.3

=====

Record 2
A molecular structure, C14H15O6S3SeTl, computed with wB97M-V/def2-TZVPD.

Each line ends with the Löwdin charge.
Cartesian coordinates (Å):
Tl 0.2959 -2.2167 -1.4997  0.879
O 2.2568 -1.8155 2.6245  -0.315
S 1.0650 -1.1687 2.1285  0.435
O -0.0374 -1.0492 3.0448  -0.304
O 0.6472 -1.7213 0.8187  -0.620
C 1.5872 0.5137 1.7375  -0.216
C 2.7635 0.9158 2.3548  -0.047
C 3.2771 2.1912 2.1707  -0.051
C 2.6152 3.0948 1.3618  -0.058
C 1.4357 2.7177 0.7403  -0.050
C 0.9227 1.4383 0.9205  -0.229
S -0.5509 1.1518 -0.0292  0.559
O -1.5062 0.4532 0.9964  -0.590
O -1.1170 2.4204 -0.3579  -0.250
O -0.2779 0.2709 -1.1450  -0.471
H 3.2745 0.1989 2.9812  0.114
H 4.1973 2.4720 2.6663  0.111
H 3.0029 4.0935 1.2131  0.110
H 0.8962 3.4146 0.1163  0.112
C 3.8566 -2.2641 -0.3375  -0.374
S 3.0817 -0.9092 -1.2405  0.687
C 4.0021 -1.0157 -2.7862  -0.397
H 4.9200 -2.0647 -0.2130  0.046
H 3.7192 -3.2081 -0.8651  0.045
H 3.3847 -2.3126 0.6436  0.012
H 3.8579 -1.9837 -3.2651  0.040
H 5.0630 -0.8541 -2.6012  0.040
H 3.6348 -0.2300 -3.4436  0.036
Se -2.3162 -1.1751 0.7235  1.178
C -3.8963 -0.5366 -0.1301  -0.495
C -5.1079 -1.0163 0.3541  -0.122
C -6.2896 -0.6807 -0.2943  -0.081
C -6.2602 0.1629 -1.3933  -0.080
C -5.0480 0.6626 -1.8567  -0.070
C -3.8621 0.3005 -1.2413  -0.092
H -5.1278 -1.6347 1.2427  0.099
H -7.2325 -1.0595 0.0775  0.106
H -7.1821 0.4396 -1.8876  0.104
H -5.0249 1.3283 -2.7094  0.108
H -2.9202 0.6757 -1.6199  0.094

Computed properties:
HOMO-LUMO gap (eV): 8.4
Energy (eV): -129591.5368
Highest occupied orbital energy (eV): -8.7

=====

Record 3
A molecular structure, C8H20BaBrInN2O5P, computed with wB97M-V/def2-TZVPD.

Each line ends with the Löwdin charge.
Cartesian coordinates (Å):
C 3.6232 -1.3947 2.1970  -0.076
C 3.5346 -0.9165 0.5966  -0.424
C 4.8411 -0.1908 -0.0889  -0.126
N 2.3573 -1.2149 -0.0433  -0.054
In 1.5591 0.4460 -1.1250  0.510
Br 3.3205 1.6076 -2.7529  0.000
O -0.0201 -0.3506 -2.3265  -0.420
C -0.4399 -1.6464 -1.6969  -0.319
C -2.0116 -2.0282 -1.9781  -0.198
N -2.9783 -1.5960 -0.8977  -0.102
C -2.5830 -0.2925 -0.2386  -0.198
C -3.8464 0.5194 0.4649  -0.376
C -4.6307 -0.3350 1.6231  -0.088
O -4.6972 1.0291 -0.6216  -0.111
P 0.6002 2.3051 0.3104  0.638
O -0.9919 2.4760 0.1921  -0.399
O 1.2589 3.8552 -0.2526  -0.324
O 1.0818 2.1133 1.9731  -0.287
H 3.2686 -0.5474 2.9236  0.086
H 2.8445 -2.2887 2.3276  0.100
H 4.6738 -1.8490 2.4410  0.076
H 4.9438 -0.6414 -1.1886  0.098
H 4.7605 0.9851 -0.0946  -0.025
H 5.8236 -0.5056 0.4730  0.092
H -0.1895 -1.6946 -0.5472  0.082
H 0.2503 -2.4726 -2.2124  0.122
H -2.0628 -3.2202 -2.0142  0.132
H -2.2797 -1.6621 -3.0575  0.129
H -3.0218 -2.3529 -0.1606  0.113
H -1.7530 -0.5720 0.5725  0.122
H -2.1447 0.4655 -1.0501  0.124
H -3.3680 1.4728 0.9900  0.133
H -5.4618 0.3951 2.0686  0.089
H -3.9279 -0.5918 2.5522  0.092
H -5.2091 -1.2735 1.2208  0.085
H -4.2496 1.8930 -0.9319  0.121
H 1.9897 3.6252 -0.8983  -0.125
H 0.5970 2.7875 2.5589  0.104
Ba 4.5382 3.6613 -1.3079  1.602

Computed properties:
HOMO-LUMO gap (eV): 3.9
Energy (eV): -107026.0867
Highest occupied orbital energy (eV): -9.6
Charge: +1